(1)
{"formula": "C4H9NO2", "method": "ωB97M-V/def2-TZVPD", "smiles": "CC(C)O.N=C=O", "de_lowest_kcal_mol": 19.4, "homo_lumo_gap_ev": 11.3197, "e_lumo_ev": 0.661, "species": ["C", "C", "C", "O", "H", "H", "H", "H", "H", "H", "H", "H", "N", "C", "O", "H"], "xyz": [[-2.046, 0.076, -0.381], [-0.542, 0.091, -0.151], [-0.126, -0.846, 0.970], [-0.099, 1.402, 0.230], [-2.571, 0.346, 0.542], [-2.375, -0.922, -0.691], [-2.340, 0.782, -1.167], [-0.028, -0.201, -1.081], [-0.688, -0.615, 1.881], [-0.316, -1.886, 0.689], [0.940, -0.739, 1.194], [-0.430, 2.033, -0.423], [2.684, 0.857, -0.186], [2.918, -0.271, -0.560], [3.256, -1.334, -0.928], [1.763, 1.228, 0.063]]}

***

(2)
{"formula": "C3H12ClN6O3", "method": "ωB97M-V/def2-TZVPD", "multiplicity": 2, "homo_lumo_gap_ev": [9.6167, 4.5917], "e_lumo_ev": [0.489, -4.523], "species": ["Cl", "C", "O", "N", "N", "H", "H", "H", "H", "C", "O", "N", "N", "H", "H", "H", "H", "C", "O", "N", "N", "H", "H", "H", "H"], "xyz": [[-6.170, -26.808, 17.428], [-3.358, -24.001, 18.235], [-2.544, -24.796, 17.729], [-4.638, -23.948, 18.035], [-3.010, -22.959, 18.871], [-4.846, -24.473, 17.197], [-5.066, -23.059, 18.252], [-3.642, -22.615, 19.579], [-2.061, -22.615, 18.851], [-3.810, -25.105, 14.747], [-2.962, -24.404, 14.319], [-3.617, -26.402, 14.965], [-5.037, -24.741, 15.161], [-2.814, -26.957, 14.707], [-4.174, -26.753, 15.731], [-5.301, -23.775, 15.032], [-5.596, -25.453, 15.609], [-5.707, -29.716, 14.702], [-4.770, -29.521, 15.429], [-6.673, -28.889, 14.452], [-5.848, -30.795, 14.004], [-6.706, -28.058, 15.025], [-7.582, -29.232, 14.175], [-5.141, -31.499, 14.160], [-6.575, -30.798, 13.302]]}

***

(3)
{"formula": "C42H64BrGeN6PSSnTe", "method": "ωB97M-V/def2-TZVPD", "charge": 2, "de_lowest_kcal_mol": 0.0, "homo_lumo_gap_ev": 4.7033, "e_lumo_ev": -7.737, "species": ["Sn", "Br", "C", "C", "C", "C", "C", "C", "C", "C", "C", "C", "H", "H", "H", "H", "H", "H", "Te", "C", "C", "C", "C", "S", "H", "H", "H", "C", "C", "C", "C", "Ge", "C", "C", "C", "C", "H", "H", "H", "H", "H", "H", "H", "H", "H", "H", "H", "H", "H", "H", "H", "H", "H", "H", "H", "N", "C", "C", "C", "C", "C", "N", "H", "H", "H", "H", "H", "H", "N", "P", "N", "C", "C", "C", "C", "C", "N", "C", "C", "C", "C", "C", "N", "C", "C", "C", "C", "C", "H", "H", "H", "H", "H", "H", "H", "H", "H", "H", "H", "H", "H", "H", "H", "H", "H", "H", "H", "H", "H", "H", "H", "H", "H", "H", "H", "H", "H", "H"], "xyz": [[-0.419, 1.231, 0.236], [0.506, 4.081, 0.552], [1.241, 4.054, -1.236], [1.906, 5.207, -1.640], [2.513, 5.247, -2.934], [2.378, 4.165, -3.785], [1.700, 2.999, -3.420], [1.607, 1.894, -4.299], [0.880, 0.772, -3.967], [0.274, 0.694, -2.659], [0.426, 1.716, -1.744], [1.110, 2.924, -2.099], [1.972, 6.041, -0.936], [3.089, 6.127, -3.250], [2.736, 4.175, -4.819], [2.129, 1.944, -5.257], [0.767, -0.080, -4.643], [-0.263, -0.222, -2.378], [-3.171, 2.243, -0.926], [-4.871, 2.969, 0.214], [-6.175, 2.487, 0.063], [-7.163, 3.211, 0.794], [-6.642, 4.225, 1.525], [-4.928, 4.344, 1.340], [-6.406, 1.655, -0.630], [-8.230, 2.945, 0.805], [-7.127, 4.975, 2.156], [-5.260, -1.689, -6.230], [-4.792, -1.021, -4.930], [-5.760, -1.331, -3.784], [-5.626, -0.397, -2.606], [-3.773, -0.155, -1.824], [-3.502, -1.593, -0.418], [-3.586, -2.992, -1.034], [-2.448, -3.319, -2.005], [-2.583, -4.766, -2.502], [-4.587, -1.431, -7.046], [-6.260, -1.352, -6.500], [-5.280, -2.770, -6.094], [-4.724, 0.061, -5.098], [-3.798, -1.389, -4.701], [-5.569, -2.367, -3.497], [-6.780, -1.301, -4.181], [-6.281, -0.667, -1.767], [-5.919, 0.621, -2.897], [-2.752, -0.266, -2.961], [-4.209, -1.373, 0.398], [-2.474, -1.404, -0.047], [-4.531, -3.092, -1.600], [-3.603, -3.770, -0.239], [-1.490, -3.185, -1.483], [-2.497, -2.619, -2.851], [-2.641, -5.456, -1.658], [-1.719, -5.036, -3.130], [-3.508, -4.914, -3.066], [-0.362, 0.023, 3.807], [-0.905, 1.263, 3.861], [-1.216, 1.841, 5.121], [-1.818, 3.080, 5.179], [-2.174, 3.699, 3.971], [-1.789, 3.074, 2.788], [-1.123, 1.911, 2.710], [-0.327, -0.555, 4.638], [-0.009, -0.287, 2.896], [-0.919, 1.284, 6.016], [-2.010, 3.539, 6.147], [-2.717, 4.643, 3.938], [-2.091, 3.493, 1.845], [0.849, -0.273, 1.007], [2.317, -0.682, 1.263], [3.432, -0.796, -0.096], [3.172, -1.816, -1.117], [4.320, -2.068, -2.136], [4.864, -0.812, -2.789], [4.702, 0.388, -1.884], [4.622, 0.016, -0.417], [3.086, 0.478, 2.290], [2.938, 1.929, 2.030], [3.966, 2.774, 2.814], [3.874, 2.573, 4.318], [3.355, 1.172, 4.699], [3.558, 0.107, 3.632], [2.357, -2.226, 2.014], [3.542, -3.096, 2.268], [3.198, -4.589, 2.184], [2.068, -5.011, 3.151], [1.064, -3.872, 3.362], [1.059, -2.879, 2.204], [2.274, -1.525, -1.681], [2.945, -2.775, -0.644], [3.913, -2.768, -2.898], [5.102, -2.632, -1.622], [4.362, -0.605, -3.737], [5.910, -0.977, -3.048], [3.783, 0.899, -2.177], [5.538, 1.086, -1.992], [4.629, 0.885, 0.247], [5.521, -0.544, -0.142], [1.954, 2.258, 2.352], [3.040, 2.104, 0.957], [3.850, 3.810, 2.515], [4.958, 2.447, 2.475], [3.196, 3.302, 4.784], [4.882, 2.735, 4.760], [2.286, 1.207, 4.927], [3.800, 0.797, 5.622], [3.044, -0.793, 3.977], [4.627, -0.151, 3.568], [3.917, -2.901, 3.281], [4.337, -2.853, 1.575], [4.088, -5.186, 2.400], [2.922, -4.838, 1.185], [2.447, -5.374, 4.111], [1.549, -5.855, 2.719], [1.319, -3.322, 4.269], [0.042, -4.251, 3.536], [0.268, -2.150, 2.370], [0.723, -3.406, 1.286]]}

***

(4)
{"formula": "C13H19BrMnSi", "method": "ωB97M-V/def2-TZVPD", "charge": -1, "multiplicity": 5, "de_lowest_kcal_mol": 0.0, "homo_lumo_gap_ev": [4.1714, 4.8377], "e_lumo_ev": [1.939, 2.527], "species": ["C", "C", "C", "H", "C", "C", "H", "H", "H", "H", "Mn", "Br", "C", "C", "C", "H", "C", "C", "H", "H", "H", "H", "C", "Si", "C", "C", "H", "H", "H", "H", "H", "H", "H", "H", "H"], "xyz": [[1.274, -1.898, -0.725], [2.075, -1.263, 0.288], [1.225, -1.103, 1.453], [3.126, -0.992, 0.198], [-0.043, -1.723, 1.172], [-0.028, -2.162, -0.186], [-0.827, -2.704, -0.698], [1.631, -2.204, -1.706], [1.509, -0.642, 2.406], [-0.818, -1.936, 1.907], [0.418, 0.097, -0.203], [0.334, 0.747, -2.414], [-2.592, 0.285, -4.497], [-2.948, -1.091, -4.360], [-1.859, -1.879, -4.853], [-3.894, -1.473, -3.980], [-0.838, -0.990, -5.298], [-1.287, 0.350, -5.077], [-0.742, 1.256, -5.327], [-3.208, 1.141, -4.228], [-1.831, -2.967, -4.914], [0.111, -1.271, -5.752], [0.907, 3.604, -0.345], [1.141, 2.260, 0.933], [2.963, 2.092, 1.394], [0.191, 2.463, 2.561], [1.410, 3.310, -1.268], [1.300, 4.584, -0.049], [-0.147, 3.724, -0.603], [3.330, 3.028, 1.845], [3.077, 1.275, 2.118], [3.554, 1.868, 0.496], [0.539, 3.319, 3.162], [-0.884, 2.576, 2.376], [0.324, 1.553, 3.161]]}

***

Number 1: E -9879.21732 eV. Number 2: E -30910.49565 eV. Number 3: E -213325.91311 eV. Number 4: E -123029.70336 eV.